# 1
Below is 3 unconnected molecules or ions with the total composition C16H32ClO13PS3, with properties calculated with ωB97M-V/def2-TZVPD.

Results
- HOMO energy: -0.33624 hartree
- Largest force on an atom: 8.74 eV/A
- E_tot: -3602.7561 a.u.
- Orbital gap: 0.323 Eh

Each line ends with the Mulliken charge.
Element x y z (Å)
C: 1.3314 -3.3791 1.2156  -0.596
C: 1.4795 -1.9345 2.0082  -0.646
C: 0.1507 -0.9793 1.9287  0.534
C: 0.5620 0.4361 2.7148  -1.036
C: -0.4301 -0.7034 0.4236  0.311
P: 0.7379 -0.8185 -1.0971  0.333
S: 2.4996 -0.0252 -0.8209  -0.280
O: -0.6683 0.7780 0.4727  -0.253
S: -2.2799 1.2610 0.7789  1.075
O: -2.6355 1.9533 2.1184  -0.573
O: -2.9231 2.1946 -0.2741  -0.581
O: -2.8833 -0.3226 1.0014  -0.149
C: -1.9971 -1.2569 0.2312  0.026
Cl: -2.5126 -0.8353 -1.5211  -0.090
C: -2.2674 -2.8695 0.3440  -0.439
C: -3.7480 -3.3682 -0.1487  -0.874
C: -5.0120 -2.7064 0.6665  -0.624
C: -4.8735 -2.7466 2.3013  -0.533
S: -5.8926 -1.3873 3.0998  1.083
O: -5.0987 -0.8551 4.3465  -0.608
O: -6.1438 -0.1493 2.1940  -0.582
O: -7.4340 -1.9017 3.6639  -0.498
H: 1.0942 -4.2785 1.9633  0.277
H: 0.5779 -3.3282 0.3225  -0.110
H: 2.4047 -3.6396 0.7636  0.240
H: 1.6083 -2.2242 3.1597  0.378
H: 2.4918 -1.3610 1.7392  0.177
H: -0.7340 -1.4352 2.5795  0.064
H: -0.3744 1.0543 3.0628  0.296
H: 1.3563 1.0704 2.1118  0.136
H: 1.1332 0.0800 3.7003  0.409
H: 0.7578 -2.1929 -1.5291  0.139
H: 0.1309 -0.0565 -2.1976  -0.021
H: -1.4810 -3.3861 -0.3911  0.272
H: -2.1031 -3.3119 1.4295  0.269
H: -3.7928 -4.5399 0.0776  0.356
H: -3.9216 -3.2899 -1.3254  0.310
H: -5.1457 -1.5933 0.2560  0.307
H: -6.0303 -3.2550 0.3799  0.456
H: -5.2566 -3.7728 2.7702  0.487
H: -3.7596 -2.6022 2.6938  0.190
H: -7.9087 -1.0222 3.8673  0.390
C: 8.3387 1.3552 1.6963  -0.598
O: 7.6130 2.5724 1.8576  -0.321
C: 6.2873 2.4723 1.5858  0.755
O: 5.7025 1.4610 1.2302  -0.548
O: 5.7249 3.6920 1.7783  -0.302
C: 4.3217 3.7375 1.5275  -0.534
H: 9.3864 1.5516 1.9397  0.215
H: 7.9638 0.5885 2.3820  0.282
H: 8.2852 1.0085 0.6592  0.285
H: 3.7863 3.0661 2.2065  0.231
H: 4.1077 3.4860 0.4838  0.262
H: 3.9782 4.7590 1.7125  0.253
C: -0.2246 3.2017 -8.0795  -0.610
O: 0.3891 3.6283 -6.8648  -0.323
C: 0.2875 2.7384 -5.8454  0.715
O: -0.2662 1.6512 -5.8950  -0.559
O: 0.9087 3.2676 -4.7613  -0.312
C: 0.8807 2.4344 -3.6040  -0.565
H: -0.0826 3.9892 -8.8246  0.218
H: 0.2488 2.2871 -8.4507  0.285
H: -1.2998 3.0523 -7.9371  0.290
H: 1.3984 1.4892 -3.7964  0.290
H: -0.1501 2.2544 -3.2827  0.292
H: 1.4057 2.9563 -2.7991  0.276

# 2
Below is 3 unconnected molecules or ions with the total composition C30H59BrF2O13S, with properties calculated with ωB97M-V/def2-TZVPD.

Results
- HOMO energy: -0.34476 hartree
- Largest force on an atom: 3.43 eV/A
- E_tot: -5328.3749 a.u.
- Orbital gap: 0.360 Eh

Each line ends with the Mulliken charge.
Element x y z (Å)
C: 4.7083 0.6342 -2.2469  -0.799
C: 3.9231 1.0938 -3.4811  -0.318
C: 3.3644 -0.0733 -4.2994  -1.273
C: 2.3776 -0.9617 -3.5431  1.079
O: 1.0619 -0.7194 -4.0581  -0.689
C: -0.0043 -1.1148 -3.2370  1.491
C: -0.0706 -0.3858 -1.8798  -0.469
C: 0.5404 1.0251 -1.8392  -0.389
C: -0.3625 2.0741 -1.1834  -1.650
O: -1.0378 1.5351 -0.0551  0.270
C: -2.4395 1.7205 -0.0635  -0.911
C: -0.0518 -2.6712 -3.1357  -0.535
C: 0.6977 -3.2049 -1.9089  -0.471
O: 1.1909 -4.5157 -2.2397  -0.375
C: 2.4443 -4.7824 -1.7494  0.593
C: 2.4525 -5.3482 -0.3600  -0.723
O: 3.3845 -4.5876 -2.4004  -0.510
C: -1.4175 -3.3624 -3.3061  -1.453
F: -1.5567 -3.7627 -4.6307  -0.491
C: -2.6756 -2.5588 -2.9543  0.713
Br: -2.7838 -2.5077 -0.9754  -0.068
C: -3.9671 -3.1436 -3.5165  -0.959
C: -4.2020 -4.6506 -3.3729  -0.532
C: -4.7394 -5.1163 -2.0280  -0.388
F: -5.7714 -4.2810 -1.6009  -0.297
O: -2.6334 -1.1962 -3.3680  -0.516
S: -1.4247 -0.5433 -4.2181  1.477
O: -1.6197 0.8554 -4.0403  -0.737
O: -1.4046 -1.1490 -5.5054  -0.728
H: 5.3343 -0.2360 -2.4774  0.294
H: 5.3638 1.4279 -1.8734  0.457
H: 4.0400 0.3523 -1.4243  -0.159
H: 4.5659 1.6998 -4.1300  0.392
H: 3.0975 1.7494 -3.1678  0.183
H: 4.2003 -0.6912 -4.6520  0.402
H: 2.8493 0.2986 -5.1936  0.352
H: 2.6240 -2.0245 -3.6756  0.251
H: 2.3916 -0.7442 -2.4648  -0.638
H: 0.4149 -0.9935 -1.1130  -0.492
H: -1.1190 -0.3387 -1.5746  0.715
H: 0.7999 1.3785 -2.8422  0.495
H: 1.4748 0.9657 -1.2648  0.177
H: 0.2751 2.9046 -0.8502  0.405
H: -1.0933 2.4754 -1.8950  0.434
H: -2.8891 1.3824 -1.0100  0.274
H: -2.7018 2.7766 0.0988  0.232
H: -2.8461 1.1220 0.7560  0.268
H: 0.5193 -3.0336 -3.9988  0.789
H: 1.5377 -2.5520 -1.6516  0.364
H: 0.0393 -3.2863 -1.0368  0.265
H: 1.9782 -4.6354 0.3258  0.070
H: 3.4758 -5.5432 -0.0376  0.222
H: 1.8585 -6.2671 -0.3379  0.444
H: -1.4304 -4.2769 -2.7018  0.949
H: -4.7987 -2.5918 -3.0659  0.682
H: -3.9478 -2.8844 -4.5811  0.301
H: -4.9259 -4.9338 -4.1459  0.398
H: -3.2907 -5.2178 -3.5940  0.275
H: -3.9768 -5.1214 -1.2427  0.244
H: -5.1574 -6.1249 -2.1144  0.315
C: 4.3075 -4.3202 2.7897  -0.626
O: 3.6610 -3.0825 2.6079  -0.285
C: 4.1826 -2.3565 1.5122  -0.809
C: 3.2465 -1.2417 1.1073  -0.500
O: 2.1196 -1.6869 0.3619  0.318
C: 1.0267 -2.1873 1.1220  -0.863
C: 0.1155 -1.1101 1.6613  0.209
O: 0.6295 -0.5204 2.8403  -0.459
C: 0.0872 0.7707 3.0235  -0.601
H: 5.3754 -4.1908 3.0018  0.328
H: 3.8375 -4.8124 3.6388  0.236
H: 4.2047 -4.9573 1.9030  0.175
H: 4.3378 -3.0246 0.6545  0.293
H: 5.1538 -1.9183 1.7826  0.533
H: 3.7981 -0.5837 0.4337  0.193
H: 2.9358 -0.6660 1.9816  0.342
H: 1.3607 -2.8561 1.9187  0.753
H: 0.4357 -2.7690 0.4089  0.058
H: -0.8660 -1.5611 1.8755  0.456
H: -0.0270 -0.3426 0.8924  -0.345
H: 0.3552 1.4252 2.1886  0.238
H: 0.4910 1.1770 3.9499  0.337
H: -1.0064 0.7361 3.0954  0.314
C: -1.7686 3.8927 7.0801  -0.762
O: -1.5417 4.8434 6.0667  -0.334
C: -0.6731 4.3621 5.0593  -0.220
C: -0.7847 5.1885 3.7992  -0.584
O: -1.9269 4.8839 3.0165  -0.248
C: -3.1532 5.4679 3.4225  -0.489
C: -3.3269 6.9001 2.9721  -0.596
O: -2.5744 7.7794 3.7857  -0.288
C: -2.3730 9.0355 3.1821  -0.763
H: -0.8389 3.6217 7.5950  0.319
H: -2.4517 4.3393 7.7999  0.248
H: -2.2206 2.9795 6.6754  0.309
H: -0.9135 3.3175 4.8203  0.079
H: 0.3647 4.4010 5.4207  0.465
H: 0.0679 4.9338 3.1656  0.433
H: -0.7350 6.2533 4.0390  0.208
H: -3.2917 5.3929 4.5038  0.229
H: -3.9274 4.8748 2.9305  0.363
H: -4.3935 7.1606 3.0297  0.443
H: -3.0104 6.9876 1.9247  0.326
H: -1.8300 8.9396 2.2346  0.320
H: -1.7836 9.6373 3.8709  0.235
H: -3.3231 9.5478 2.9882  0.312

# 3
Below is a molecular structure, CH7O3, with properties calculated with ωB97M-V/def2-TZVPD.

Results
- HOMO energy (alpha / beta): -0.40911 / -0.39578 hartree
- Largest force on an atom: 2.61 eV/A
- Spin multiplicity: 2
- E_tot: -267.8954 a.u.
- Orbital gap (alpha / beta): 0.430 / 0.275 Eh
- Energy above the lowest of the compared OMol25 structures with the same formula, charge and spin: 44.4 kJ/mol

Each line ends with the Mulliken charge.
Element x y z (Å)
C: -0.0294 0.0145 -1.2681  -0.522
O: 0.1173 0.1134 0.0892  -0.471
H: 0.7553 0.4182 -1.9239  0.328
H: -1.0242 0.3003 -1.6323  0.287
H: 0.0694 -1.0717 -1.4562  0.251
H: 0.8975 1.0204 0.5637  0.432
H: 1.5111 2.5797 0.5698  0.284
O: 1.2348 1.8465 1.1364  -0.660
H: -1.0573 -2.4657 1.5786  0.305
H: -0.9319 -1.0996 0.9013  0.386
O: -1.5426 -1.6560 1.4415  -0.620

# 4
Below is 10 unconnected molecules or ions with the total composition C34H45F3O30, with properties calculated with ωB97M-V/def2-TZVPD.

Results
- HOMO energy: -0.39082 hartree
- Largest force on an atom: 4.89 eV/A
- E_tot: -3879.3879 a.u.
- Orbital gap: 0.386 Eh

Each line ends with the Mulliken charge.
Element x y z (Å)
C: 2.6696 5.1909 1.6039  0.535
C: 2.6029 4.1597 2.7797  0.061
O: 2.4457 5.0316 3.9002  -0.405
C: 2.1637 6.2965 3.5022  0.574
O: 1.8858 7.2156 4.2475  -0.556
O: 2.2609 6.3953 2.1454  -0.373
H: 1.8461 4.9813 0.9212  -0.396
H: 3.6237 5.2171 1.0775  0.291
H: 3.5621 3.6962 3.0104  0.177
H: 1.7755 3.4575 2.6779  0.080
C: 1.3190 -3.3808 -4.0455  -0.100
C: 0.8669 -3.2664 -5.4753  -0.272
O: -0.4325 -2.6604 -5.3297  -0.420
C: -0.8439 -2.7042 -4.0899  0.526
O: -1.9012 -2.2396 -3.6125  -0.537
O: 0.2029 -3.1547 -3.3001  -0.105
H: 2.0710 -2.6747 -3.6933  -0.050
H: 1.6710 -4.3387 -3.6626  0.377
H: 0.7822 -4.2886 -5.8440  0.321
H: 1.5234 -2.5767 -6.0059  0.282
C: 4.4501 0.0094 0.0097  0.478
C: 4.4663 1.4749 0.6020  0.257
O: 4.6403 1.2827 2.0073  -0.305
C: 4.7530 -0.0761 2.2866  0.545
O: 5.0449 -0.5111 3.3819  -0.544
O: 4.6973 -0.8319 1.1419  -0.308
H: 5.2782 -0.1202 -0.6870  0.365
H: 3.4787 -0.1393 -0.4619  -0.495
H: 3.4645 1.8432 0.3810  -0.357
H: 5.1236 2.1760 0.0876  0.332
C: 0.8459 0.5000 -5.3477  -1.744
C: 1.0596 0.7255 -3.8732  1.114
C: 2.2449 -0.1885 -3.3427  0.657
O: 3.1341 0.8588 -2.9077  -0.410
C: 2.5539 2.0651 -2.8930  0.526
O: 2.9552 3.0682 -2.3600  -0.559
O: 1.4807 2.0230 -3.5980  -0.428
H: 0.1617 -0.3040 -5.6191  0.386
H: 1.6724 0.1973 -5.9907  0.451
H: 0.5433 1.3790 -5.9167  0.413
H: 0.1226 0.5127 -3.3585  -0.133
H: 2.6982 -0.8654 -4.0669  0.540
H: 1.8050 -0.7293 -2.5048  -0.713
C: 3.8993 -3.7481 3.1585  -1.320
C: 2.8574 -4.7450 2.6529  0.494
C: 2.1981 -4.3704 1.3098  0.275
O: 1.9631 -5.6171 0.6462  -0.265
C: 2.6809 -6.5248 1.2920  0.491
O: 2.8841 -7.6842 0.8827  -0.618
O: 3.3459 -5.9738 2.4029  -0.378
H: 4.4198 -4.0416 4.0701  0.407
H: 3.3743 -2.8219 3.3920  0.317
H: 4.5634 -3.5315 2.3217  0.298
H: 2.1036 -4.8739 3.4297  0.208
H: 2.9927 -3.8574 0.7680  0.277
H: 1.4315 -3.6558 1.6097  -0.211
C: -1.9365 -4.2118 -0.6884  -0.821
C: -3.2958 -3.5298 -0.7909  0.299
C: -4.2930 -4.2650 0.1387  -0.619
O: -4.9280 -3.3018 0.8909  -0.336
C: -4.4031 -2.1315 0.6539  0.392
O: -4.8264 -1.0466 1.0578  -0.564
O: -3.2163 -2.3364 -0.0737  0.209
H: -1.5801 -4.2373 0.3414  0.069
H: -1.1106 -3.7158 -1.1983  -0.206
H: -1.9792 -5.2551 -1.0014  0.530
H: -3.6110 -3.3483 -1.8184  0.398
H: -3.7632 -4.8327 0.9036  0.400
H: -4.8992 -4.7989 -0.5932  0.314
C: -0.8330 4.9176 -0.6656  -1.363
C: -1.7136 5.2889 -1.8553  0.695
C: -3.0618 5.7509 -1.4766  -0.194
O: -3.2919 6.8125 -2.4101  -0.397
C: -2.1586 7.1557 -3.0766  0.564
O: -2.0546 8.1510 -3.7896  -0.565
O: -1.1489 6.3695 -2.5813  -0.391
H: -1.1727 4.0474 -0.1039  0.156
H: -0.5848 5.7638 -0.0250  0.614
H: 0.1681 4.6679 -1.0171  0.279
H: -1.8802 4.3902 -2.4492  0.141
H: -3.1863 6.0912 -0.4486  0.213
H: -3.8038 4.9556 -1.5476  0.199
C: -2.9214 -1.5620 4.3012  -0.382
C: -3.3093 -2.9634 4.7357  0.320
O: -2.2846 -3.7188 4.2366  -0.369
C: -1.5077 -3.0237 3.3786  0.390
O: -0.7423 -3.5079 2.6279  -0.442
O: -1.9087 -1.7552 3.3773  -0.168
F: -4.4217 -3.3014 4.0539  -0.259
H: -2.5851 -1.0460 5.2005  0.370
H: -3.7432 -1.0618 3.7888  0.136
H: -3.4353 -3.0257 5.8166  0.261
C: -4.1855 3.3750 1.4853  -0.452
C: -3.8959 1.9850 0.8464  0.441
O: -2.9696 1.4103 1.7623  -0.152
C: -3.3342 1.8921 2.9798  0.483
O: -2.9527 1.5867 4.0529  -0.500
O: -4.2781 2.8571 2.7806  -0.380
F: -3.2762 2.1922 -0.4191  -0.208
H: -5.0736 3.9457 1.2141  0.289
H: -3.3633 4.0851 1.3970  0.240
H: -4.8530 1.4872 0.6910  0.203
C: -1.0131 -0.2037 -0.4784  0.715
C: 0.0719 -0.9251 0.3226  1.516
O: 0.8085 0.1555 0.8402  -0.315
C: 0.5369 1.2480 0.1220  0.523
O: 0.8732 2.3886 0.3749  -0.256
O: -0.3793 1.0076 -0.8255  -0.135
F: 0.8007 -1.6972 -0.4737  -0.250
H: -1.9826 -0.0669 0.0007  -1.098
H: -1.3667 -0.7276 -1.3665  0.087
H: -0.2268 -1.6420 1.0874  -0.679

# 5
Below is 10 unconnected molecules or ions with the total composition B2F8H16O8, with properties calculated with ωB97M-V/def2-TZVPD.

Results
- HOMO energy: -0.17773 hartree
- Largest force on an atom: 2.76 eV/A
- E_tot: -1460.7483 a.u.
- Orbital gap: 0.363 Eh
- Energy above the lowest of the compared OMol25 structures with the same formula, charge and spin: 93.6 kJ/mol
- Net charge: -2

Each line ends with the Mulliken charge.
Element x y z (Å)
B: 3.6240 -0.1136 1.0222  0.306
F: 3.6926 1.0170 1.7895  -0.406
F: 4.8773 -0.3062 0.4975  -0.393
F: 3.3067 -1.1546 1.8128  -0.418
F: 2.6120 0.0114 0.0959  -0.089
B: -0.8088 0.6632 -0.4210  0.449
F: -0.4613 0.7996 -1.7591  -0.312
F: -1.2757 -0.6078 -0.2325  -0.563
F: 0.2457 0.9513 0.4184  -0.375
F: -1.7645 1.5683 -0.1376  -0.214
O: -4.2091 1.9307 0.6510  -0.712
H: -4.3752 1.0421 0.3365  0.285
H: -3.2709 2.0624 0.5140  0.519
O: 1.1441 -2.2616 0.0186  -0.710
H: 1.8767 -1.6963 0.2635  0.458
H: 0.3741 -1.6962 0.0785  0.188
O: -3.1383 -0.4103 -2.2343  -0.758
H: -2.3876 -0.3339 -1.6454  0.342
H: -3.2234 0.4579 -2.6283  0.355
O: -0.7789 -2.4382 2.5879  -0.672
H: -0.5065 -2.6636 1.6984  0.339
H: -0.4526 -1.5481 2.7205  0.403
O: 2.4414 0.0862 -2.5085  -0.708
H: 2.3688 0.2214 -1.5637  0.458
H: 1.7764 -0.5726 -2.7084  0.287
O: 0.3160 3.7608 -0.1361  -0.676
H: 0.4641 3.9105 0.7976  0.294
H: 0.4907 2.8279 -0.2603  0.355
O: 0.2241 0.1078 2.9544  -0.689
H: 0.8292 0.5949 3.5138  0.283
H: 0.1792 0.6196 2.1468  0.348
O: -1.5302 -2.6429 -2.5352  -0.667
H: -2.0351 -1.8310 -2.4900  0.398
H: -0.6251 -2.3563 -2.6575  0.292

# 6
Below is a molecular structure, C31H33ClN2O2Si2V, with properties calculated with ωB97M-V/def2-TZVPD.

Results
- HOMO energy (alpha / beta): -0.27680 / -0.28513 hartree
- Largest force on an atom: 8.22 eV/A
- Spin multiplicity: 4
- E_tot: -3444.2627 a.u.
- Orbital gap (alpha / beta): 0.279 / 0.287 Eh

Each line ends with the Mulliken charge.
Element x y z (Å)
C: -0.0817 0.6374 1.5468  -0.392
C: 0.4025 -0.7048 1.6799  -0.896
C: 1.7914 -0.7060 1.3237  -0.218
H: -0.1642 -1.5699 2.0042  0.472
C: 2.1697 0.6277 0.9789  -0.471
C: 1.0124 1.4607 1.1108  -0.613
H: 0.9791 2.5346 0.9685  0.518
H: -1.0870 0.9817 1.7620  0.490
H: 2.4571 -1.5544 1.3717  0.769
H: 3.1610 0.9480 0.6843  0.428
V: 0.6439 -0.0370 -0.2099  0.820
Si: 4.8049 -5.3024 -1.6343  0.838
C: 4.2668 -6.8109 -2.5769  0.226
C: 4.3483 -6.8035 -3.9803  -0.192
H: 4.8001 -5.9571 -4.5035  0.337
C: 3.8069 -7.8585 -4.7185  -0.637
H: 3.8169 -7.8105 -5.8083  0.371
C: 3.2465 -8.9595 -4.0600  -0.444
H: 2.8432 -9.7899 -4.6440  0.372
C: 3.2143 -8.9933 -2.6590  -0.548
H: 2.7808 -9.8522 -2.1426  0.368
C: 3.7115 -7.9193 -1.9166  -0.348
H: 3.6434 -7.9238 -0.8280  0.335
C: 6.4473 -4.7083 -2.3160  0.455
C: 7.5722 -5.5481 -2.2384  -0.488
H: 7.4840 -6.5110 -1.7290  0.321
C: 8.7916 -5.1452 -2.7947  -0.581
H: 9.6562 -5.8053 -2.7410  0.374
C: 8.9208 -3.8957 -3.4082  -0.449
H: 9.8781 -3.5888 -3.8348  0.360
C: 7.8074 -3.0548 -3.4838  -0.681
H: 7.8915 -2.0723 -3.9472  0.378
C: 6.5796 -3.4678 -2.9602  -0.001
H: 5.7119 -2.8085 -3.0416  0.118
H: 4.8815 -5.6147 -0.1888  -0.306
Si: 3.0958 -3.7021 -2.1190  -0.233
C: 3.9494 -2.4264 -1.0193  1.452
C: 4.3980 -2.7974 0.2630  -0.997
H: 4.1017 -3.7481 0.7193  0.385
C: 5.2791 -1.9828 0.9814  -0.834
H: 5.7086 -2.3419 1.9197  0.411
C: 5.6127 -0.7212 0.4921  -0.430
H: 6.2813 -0.0746 1.0641  0.372
C: 5.0899 -0.2934 -0.7335  -0.937
H: 5.3313 0.7027 -1.1145  0.420
C: 4.2686 -1.1388 -1.4815  -0.442
H: 3.8555 -0.7807 -2.4253  0.371
C: 1.6534 -4.5193 -1.2380  0.770
C: 1.3341 -4.2557 0.1011  0.356
H: 1.7661 -3.3862 0.6012  0.036
C: 0.4897 -5.1203 0.8049  -0.707
H: 0.2837 -4.9212 1.8606  0.410
C: -0.0637 -6.2390 0.1685  -0.594
H: -0.6615 -6.9606 0.7309  0.367
C: 0.1450 -6.4251 -1.2025  -0.450
H: -0.3203 -7.2647 -1.7202  0.419
C: 0.9635 -5.5444 -1.9107  -0.795
H: 1.1111 -5.6742 -2.9827  0.339
H: 2.6842 -3.1611 -3.4240  -0.219
Cl: 0.9294 -1.4179 -2.1554  -0.587
C: -4.3680 0.9314 -1.9267  -0.633
O: -3.2231 1.8159 -2.1271  -0.416
C: -2.0518 1.2710 -1.7721  0.670
O: -1.9068 0.1622 -1.2265  -0.653
N: -1.0090 2.1197 -2.0094  -0.291
N: 0.3064 1.5369 -1.8919  -0.415
H: -5.2249 1.5546 -2.1729  0.231
H: -4.4233 0.5782 -0.8906  0.288
H: -4.2954 0.0804 -2.6170  0.303
H: -1.1777 2.8515 -2.6997  0.282
H: 0.5132 1.0702 -2.7881  0.364
H: 0.9740 2.3083 -1.7878  0.299